Record 1
C39H60Cl2FN5O8S2 | wB97M-V/def2-TZVPD

Lowest unoccupied orbital energy: -0.06 eV
Max |F|: 4.4 eV/A
HOMO: -8.072 eV

Geometry as ORCA input:
```
! wB97M-V def2-TZVPD RIJCOSX def2/J DEFGRID3
* xyz 0 1
C 5.31 1.14 3.35
O 4.12 0.65 2.70
C 4.55 -0.03 1.50
C 4.92 -1.54 1.83
C 4.23 -2.50 0.75
C 2.68 -2.45 0.94
C 2.15 -2.68 2.30
C 0.70 -2.65 2.50
C 0.17 -2.88 3.98
C -0.13 -4.42 4.23
C 0.96 -5.18 5.07
C 2.32 -5.47 4.30
C 2.11 -5.97 2.80
C 3.54 -5.88 2.10
C 3.38 -6.03 0.54
S 4.85 -6.79 -0.28
C 4.40 -6.99 -2.03
N 4.96 -6.35 -3.11
N 4.30 -6.78 -4.20
C 3.35 -7.69 -3.87
O 3.42 -7.84 -2.50
C -0.22 -2.39 1.38
C 0.28 -2.13 0.00
C 1.73 -2.17 -0.17
S 2.49 -1.85 -1.78
C 1.07 -1.78 -2.89
C 1.39 -1.70 -4.33
C 0.32 -1.60 -5.32
F 0.58 -1.49 -6.67
C -1.07 -1.57 -4.83
C -2.20 -1.40 -5.92
O -2.90 -0.18 -5.61
C -2.04 0.97 -5.76
O -1.85 1.69 -4.55
C -0.50 1.66 -4.07
C -0.13 3.02 -3.33
O 0.52 3.97 -4.20
C -1.38 -1.68 -3.39
Cl -3.12 -1.67 -2.98
C -0.30 -1.78 -2.36
N -0.74 -1.84 -0.99
C -1.37 -0.55 -0.55
C -2.77 -0.79 0.14
O -3.37 -1.81 0.08
Cl -3.57 0.52 1.15
H 4.97 1.81 4.18
H 5.88 0.25 3.74
H 5.93 1.77 2.66
H 3.71 0.06 0.76
H 5.45 0.44 1.02
H 4.69 -1.83 2.88
H 6.04 -1.65 1.69
H 4.58 -2.21 -0.27
H 4.62 -3.54 1.00
H 2.86 -2.85 3.14
H 1.00 -2.53 4.65
H -0.73 -2.22 4.10
H -1.09 -4.47 4.82
H -0.36 -4.88 3.23
H 1.21 -4.51 5.95
H 0.59 -6.18 5.45
H 3.06 -4.64 4.38
H 2.80 -6.35 4.84
H 1.75 -7.04 2.82
H 1.44 -5.30 2.21
H 3.98 -4.90 2.42
H 4.21 -6.71 2.48
H 3.12 -5.07 0.02
H 2.51 -6.72 0.35
H 2.64 -8.25 -4.51
H -1.30 -2.39 1.64
H 2.43 -1.72 -4.73
H -2.94 -2.24 -5.80
H -1.77 -1.38 -6.96
H -1.08 0.72 -6.30
H -2.60 1.66 -6.45
H -0.38 0.86 -3.28
H 0.28 1.51 -4.86
H 0.65 2.74 -2.55
H -0.99 3.45 -2.77
H 1.47 3.78 -4.12
H -0.69 -0.02 0.18
H -1.55 0.14 -1.43
C -0.80 8.39 -0.97
O -0.48 7.15 -1.57
C -1.39 6.74 -2.58
C -1.17 7.40 -3.96
C -1.67 8.84 -4.03
N 0.24 7.36 -4.36
H -1.88 8.54 -0.88
H -0.34 9.21 -1.52
H -0.36 8.39 0.03
H -1.23 5.66 -2.70
H -2.43 6.85 -2.24
H -1.75 6.82 -4.69
H -0.99 9.54 -3.54
H -1.76 9.16 -5.07
H -2.65 8.94 -3.56
H 0.53 6.39 -4.41
H 0.78 7.74 -3.58
C -4.95 1.15 4.49
O -5.02 2.05 5.59
C -4.75 3.41 5.26
C -5.95 4.16 4.65
C -6.22 3.80 3.19
N -7.18 3.95 5.42
H -4.19 1.44 3.77
H -5.93 1.08 4.01
H -4.71 0.16 4.88
H -4.50 3.89 6.21
H -3.86 3.49 4.63
H -5.71 5.23 4.68
H -6.72 2.84 3.08
H -6.87 4.55 2.73
H -5.29 3.77 2.61
H -7.03 4.28 6.37
H -7.29 2.94 5.54
*
```

=====

Record 2
C39H60F2N3O19P3 | wB97M-V/def2-TZVPD

Energy above the lowest of the compared OMol25 structures with the same formula, charge and spin: 0.0 kcal/mol
Lowest unoccupied orbital energy: -1.20 eV
Max |F|: 5.5 eV/A
HOMO: -9.332 eV

Geometry as ORCA input:
```
! wB97M-V def2-TZVPD RIJCOSX def2/J DEFGRID3
* xyz 0 1
C 1.10 2.31 5.13
C -0.12 2.09 6.03
O -1.31 2.06 5.26
C -1.95 3.32 5.19
C -3.23 3.20 4.36
O -3.28 4.21 3.37
C -3.32 3.73 2.05
C -1.96 3.32 1.50
O -1.74 1.98 1.92
C -0.40 1.56 1.84
C -0.01 1.01 0.47
C -0.90 0.36 -0.39
C -2.34 0.15 0.00
O -2.43 -0.56 1.24
N -3.65 -0.24 1.85
O -3.76 -0.84 2.85
C -0.50 -0.14 -1.62
C 0.82 -0.03 -2.07
C 1.16 -0.65 -3.40
C 0.61 -2.08 -3.59
C 1.36 -3.20 -2.83
N 2.35 -2.71 -1.85
C 1.71 0.62 -1.22
C 1.31 1.14 0.02
C 2.35 1.83 0.83
O 2.43 1.79 2.03
C 3.36 2.60 0.03
C 3.89 3.79 0.48
C 4.84 4.48 -0.26
P 5.51 6.04 0.35
O 6.99 6.08 0.36
C 5.27 3.94 -1.48
O 6.21 4.55 -2.23
C 4.72 2.75 -1.96
N 5.16 2.17 -3.22
C 4.79 2.91 -4.38
O 4.75 2.45 -5.47
F 4.46 4.20 -4.18
C 6.55 1.92 -3.23
O 7.30 2.14 -4.12
F 6.97 1.40 -2.08
C 3.78 2.10 -1.19
C 3.16 0.78 -1.60
O 3.84 -0.05 -2.15
H 1.99 2.54 5.71
H 1.29 1.40 4.57
H 0.91 3.12 4.43
H -0.01 1.13 6.52
H -0.16 2.89 6.78
H -2.14 3.69 6.20
H -1.29 4.03 4.66
H -4.07 3.35 5.05
H -3.26 2.19 3.96
H -3.81 4.44 1.38
H -3.94 2.83 2.02
H -2.09 3.29 0.40
H -1.18 4.00 1.81
H -0.21 0.80 2.60
H 0.25 2.41 2.06
H -2.90 -0.32 -0.80
H -2.79 1.13 0.14
H -1.24 -0.64 -2.22
H 0.74 -0.02 -4.18
H 2.23 -0.69 -3.57
H 0.71 -2.29 -4.65
H -0.45 -2.14 -3.37
H 1.87 -3.84 -3.54
H 0.61 -3.81 -2.32
H 1.83 -2.53 -0.99
H 2.94 -3.50 -1.63
H 3.58 4.22 1.43
H 4.97 7.08 -0.45
H 5.00 6.15 1.66
H 6.07 5.50 -2.26
C -6.87 1.02 1.84
C -7.14 2.41 2.38
O -7.35 3.37 1.33
P -8.72 3.31 0.49
O -9.85 3.63 1.38
O -8.54 4.64 -0.42
C -9.47 5.72 -0.36
C -9.05 6.76 0.66
O -8.21 2.34 -0.71
C -9.16 1.43 -1.31
C -10.34 2.15 -1.93
H -7.77 0.59 1.39
H -6.55 0.35 2.65
H -6.09 1.04 1.08
H -8.00 2.41 3.06
H -6.28 2.76 2.95
H -10.48 5.35 -0.16
H -9.50 6.16 -1.36
H -8.80 6.30 1.61
H -9.85 7.49 0.81
H -8.16 7.29 0.31
H -9.50 0.71 -0.56
H -8.61 0.87 -2.07
H -10.94 2.66 -1.17
H -10.98 1.45 -2.45
H -9.99 2.91 -2.64
C 3.86 -10.91 -1.27
C 4.01 -9.98 -2.46
O 4.19 -8.61 -2.06
P 5.59 -8.16 -1.40
O 6.66 -8.30 -2.40
O 5.33 -6.56 -1.29
C 6.18 -5.63 -1.95
C 5.65 -5.28 -3.33
O 5.19 -8.40 0.15
C 6.22 -8.83 1.07
C 7.36 -7.83 1.16
H 4.80 -11.00 -0.72
H 3.57 -11.91 -1.60
H 3.11 -10.53 -0.57
H 4.85 -10.29 -3.09
H 3.11 -10.01 -3.06
H 7.21 -6.00 -2.01
H 6.21 -4.73 -1.33
H 5.41 -6.17 -3.91
H 6.38 -4.70 -3.89
H 4.74 -4.70 -3.25
H 6.59 -9.81 0.77
H 5.74 -8.94 2.04
H 7.90 -7.76 0.21
H 8.07 -8.14 1.92
H 6.99 -6.84 1.40
*
```

=====

Record 3
C39H60N2P2PtSi4Te | wB97M-V/def2-TZVPD

Energy above the lowest of the compared OMol25 structures with the same formula, charge and spin: 0.0 kcal/mol
Lowest unoccupied orbital energy (spin up / spin down): -4.55 / -7.57 eV
Expectation value of S²: 6.0233
Max |F|: 0.4 eV/A
HOMO (spin up / spin down): -12.930 / -13.918 eV

Geometry as ORCA input:
```
! wB97M-V def2-TZVPD RIJCOSX def2/J DEFGRID3
* xyz 2 5
Pt -0.75 -0.72 -0.78
C -0.27 2.06 2.63
Si -1.69 0.94 2.17
C -2.57 0.29 3.68
C -2.86 1.82 1.02
N -1.09 -0.49 1.24
P -0.28 -1.81 1.78
C 0.47 -2.33 0.28
P 1.72 -2.08 -0.90
N 1.20 -0.63 -1.49
Si 1.97 0.92 -1.94
C 3.00 1.53 -0.51
C 0.53 2.10 -2.23
C 2.99 0.67 -3.49
C 1.64 -3.39 -2.12
C 0.67 -3.37 -3.12
C 0.60 -4.40 -4.03
C 1.49 -5.47 -3.95
C 2.46 -5.50 -2.96
C 2.54 -4.46 -2.04
C 3.38 -2.12 -0.24
C 4.43 -1.72 -1.06
C 5.74 -1.79 -0.60
C 5.99 -2.28 0.67
C 4.95 -2.71 1.48
C 3.64 -2.63 1.03
C 0.89 -1.38 3.06
C 1.98 -0.59 2.70
C 2.86 -0.15 3.67
C 2.65 -0.48 5.00
C 1.56 -1.26 5.36
C 0.68 -1.71 4.40
C -1.36 -3.12 2.33
C -2.74 -3.01 2.13
C -3.57 -4.06 2.52
C -3.02 -5.20 3.09
C -1.65 -5.31 3.27
C -0.82 -4.27 2.90
H -0.67 3.01 2.99
H 0.36 2.28 1.76
H 0.36 1.64 3.41
H -3.04 1.12 4.21
H -1.88 -0.19 4.38
H -3.36 -0.42 3.44
H -3.19 2.74 1.50
H -3.75 1.23 0.78
H -2.37 2.11 0.08
H 2.38 1.71 0.37
H 3.47 2.48 -0.77
H 3.80 0.84 -0.23
H 0.49 2.85 -1.44
H -0.43 1.58 -2.24
H 0.64 2.62 -3.18
H 4.06 0.61 -3.27
H 2.85 1.51 -4.17
H 2.70 -0.23 -4.03
H -0.02 -2.53 -3.18
H -0.14 -4.39 -4.82
H 1.44 -6.27 -4.67
H 3.15 -6.32 -2.90
H 3.30 -4.48 -1.28
H 4.24 -1.36 -2.07
H 6.55 -1.48 -1.24
H 7.01 -2.34 1.03
H 5.15 -3.10 2.47
H 2.83 -2.97 1.66
H 2.13 -0.31 1.66
H 3.71 0.47 3.39
H 3.34 -0.13 5.76
H 1.40 -1.51 6.40
H -0.17 -2.32 4.68
H -3.15 -2.12 1.68
H -4.63 -3.98 2.38
H -3.67 -6.01 3.39
H -1.23 -6.20 3.72
H 0.25 -4.36 3.05
C -2.78 -0.07 -6.79
Si -2.15 -0.84 -5.22
C -2.31 -2.71 -5.30
C -0.39 -0.31 -4.88
C -3.29 -0.16 -3.84
Te -3.19 -0.73 -1.79
C -3.86 -2.74 -1.88
Si -5.74 -2.85 -1.56
C -6.08 -2.18 0.16
C -6.59 -1.79 -2.85
C -6.22 -4.64 -1.71
H -2.15 -0.36 -7.63
H -2.77 1.02 -6.74
H -3.80 -0.38 -7.02
H -1.74 -3.09 -6.14
H -3.35 -3.00 -5.46
H -1.96 -3.21 -4.40
H 0.30 -0.83 -5.54
H -0.07 -0.51 -3.85
H -0.28 0.76 -5.06
H -4.33 -0.37 -4.10
H -3.20 0.93 -3.80
H -3.28 -3.28 -1.13
H -3.59 -3.13 -2.86
H -5.51 -1.28 0.39
H -5.87 -2.92 0.93
H -7.14 -1.91 0.26
H -6.36 -0.73 -2.74
H -7.67 -1.89 -2.76
H -6.33 -2.10 -3.86
H -5.65 -5.26 -1.01
H -6.04 -5.02 -2.72
H -7.28 -4.78 -1.48
*
```

=====

Record 4
C39H61BrN2O8S2 | wB97M-V/def2-TZVPD

Lowest unoccupied orbital energy: -0.97 eV
Max |F|: 6.9 eV/A
HOMO: -7.754 eV

Geometry as ORCA input:
```
! wB97M-V def2-TZVPD RIJCOSX def2/J DEFGRID3
* xyz 0 1
C 5.41 -2.67 3.88
C 5.67 -2.23 2.67
C 6.04 -1.49 1.28
C 5.41 -2.23 -0.01
C 3.90 -2.76 0.19
C 2.80 -1.55 0.34
N 3.30 -0.20 0.27
C 2.18 0.71 0.48
C 2.52 2.31 0.50
S 4.31 2.82 0.22
C 1.44 3.42 0.74
C 1.83 4.99 0.79
O 1.44 5.51 2.12
O 2.31 4.90 2.97
C -0.11 3.01 0.94
C -1.26 4.11 1.17
C -1.34 5.23 -0.03
O -1.51 4.92 -1.25
C -0.44 1.45 0.90
S -2.21 0.84 1.15
C 0.68 0.33 0.69
N 0.24 -1.05 0.73
C 1.31 -2.00 0.58
C 0.91 -3.58 0.66
C 0.71 -4.11 2.17
C 0.54 -2.94 3.28
Br 2.25 -5.26 2.77
H 5.30 -2.81 5.02
H 5.67 -0.39 1.33
H 7.18 -1.46 1.13
H 6.07 -3.14 -0.24
H 5.50 -1.51 -0.91
H 3.63 -3.39 -0.75
H 3.77 -3.45 1.10
H 4.88 1.80 -0.58
H 1.32 5.58 -0.05
H 2.96 5.19 0.70
H 1.79 4.57 3.76
H -1.05 4.61 2.20
H -2.33 3.68 1.24
H -1.18 6.33 0.33
H -2.17 -0.46 1.70
H 1.65 -4.25 0.10
H -0.11 -3.65 0.09
H -0.27 -4.74 2.17
H 1.47 -2.24 3.32
H 0.42 -3.34 4.36
H -0.38 -2.32 2.94
C -4.79 -2.13 -2.27
C -3.67 -1.34 -2.91
C -2.54 -1.53 -1.91
O -2.74 -2.81 -1.30
C -4.04 -3.29 -1.65
H -5.56 -2.45 -2.97
H -5.27 -1.53 -1.49
H -3.39 -1.80 -3.87
H -3.91 -0.30 -3.09
H -2.59 -0.77 -1.12
H -1.56 -1.49 -2.38
H -3.91 -4.11 -2.36
H -4.54 -3.68 -0.76
C 5.16 3.81 4.37
C 4.24 2.61 4.45
C 5.23 1.47 4.59
O 6.38 1.99 5.27
C 6.28 3.42 5.31
H 4.68 4.75 4.65
H 5.54 3.91 3.35
H 3.63 2.68 5.36
H 3.58 2.50 3.60
H 5.55 1.11 3.60
H 4.82 0.62 5.15
H 6.04 3.70 6.34
H 7.23 3.86 5.03
C -7.50 -7.17 -4.22
C -6.07 -7.15 -4.72
C -5.60 -5.78 -4.29
O -6.31 -5.46 -3.09
C -7.38 -6.40 -2.92
H -7.91 -8.17 -4.09
H -8.14 -6.62 -4.92
H -5.49 -7.93 -4.21
H -5.98 -7.31 -5.80
H -5.83 -5.02 -5.04
H -4.52 -5.75 -4.09
H -7.11 -7.06 -2.09
H -8.30 -5.87 -2.66
C -6.24 6.29 0.81
C -7.16 5.10 0.90
C -6.18 3.96 1.04
O -5.03 4.47 1.72
C -5.12 5.90 1.76
H -6.71 7.24 1.08
H -5.85 6.38 -0.21
H -7.78 5.18 1.81
H -7.82 4.99 0.04
H -5.85 3.59 0.06
H -6.59 3.12 1.61
H -5.35 6.20 2.79
H -4.16 6.34 1.48
C 4.41 -0.09 -5.23
C 3.76 1.00 -4.42
C 3.33 0.25 -3.17
O 4.27 -0.80 -2.98
C 5.08 -0.92 -4.16
H 5.11 0.28 -5.98
H 3.65 -0.68 -5.75
H 4.50 1.77 -4.16
H 2.92 1.49 -4.93
H 2.34 -0.21 -3.30
H 3.31 0.88 -2.29
H 6.08 -0.53 -3.92
H 5.18 -1.97 -4.44
*
```